A 7-piece molecular cluster, C31H46N9O3 overall at a distorted geometry, computed with the ωB97M-V functional and the def2-TZVPD basis.

Total charge   +1
Calculated total energy   -52434.6624 eV
Orbital gap   6.02 eV
HOMO energy   -9.4 eV

Element x y z (Å)
N 4.580 0.951 -0.749
C 3.561 0.771 -1.805
C 2.288 1.581 -1.605
N 1.763 1.541 -0.206
C 2.093 2.785 0.565
C 1.346 2.821 1.915
O 0.803 1.569 2.304
C 0.006 0.909 1.319
C 0.314 -0.608 1.494
O 0.706 -1.216 0.266
N -0.369 -1.903 -0.337
O -0.324 -1.801 -1.500
C 0.287 1.387 -0.092
H 5.055 0.065 -0.618
H 4.196 1.199 0.154
H 3.331 -0.288 -1.921
H 4.023 1.080 -2.740
H 1.531 1.177 -2.269
H 2.446 2.606 -1.931
H 2.196 0.734 0.254
H 1.713 3.597 -0.048
H 3.164 2.926 0.648
H 2.075 3.074 2.678
H 0.604 3.616 1.948
H -1.060 1.042 1.517
H 1.164 -0.698 2.165
H -0.515 -1.128 1.969
H -0.121 0.741 -0.855
H -0.143 2.372 -0.256
N 4.199 5.325 -4.957
C 3.876 4.179 -4.287
C 4.833 3.971 -3.322
C 5.763 5.041 -3.420
C 5.344 5.857 -4.435
H 3.675 5.718 -5.719
H 2.998 3.612 -4.555
H 4.857 3.146 -2.627
H 6.641 5.192 -2.815
H 5.762 6.767 -4.828
N 4.907 1.052 -6.269
C 4.548 0.169 -7.250
C 4.923 -1.085 -6.846
C 5.531 -0.954 -5.569
C 5.504 0.376 -5.240
H 4.758 2.045 -6.297
H 4.060 0.507 -8.148
H 4.780 -1.994 -7.404
H 5.942 -1.745 -4.964
H 5.861 0.900 -4.369
N -4.973 -3.716 -3.477
C -4.384 -3.111 -2.403
C -3.066 -2.893 -2.716
C -2.858 -3.386 -4.034
C -4.055 -3.886 -4.476
H -5.936 -3.996 -3.526
H -4.947 -2.890 -1.512
H -2.328 -2.435 -2.077
H -1.937 -3.376 -4.593
H -4.329 -4.346 -5.409
N -2.162 -5.507 -0.812
C -2.502 -6.630 -0.113
C -1.572 -6.810 0.878
C -0.634 -5.751 0.771
C -1.028 -4.963 -0.281
H -2.665 -5.131 -1.599
H -3.374 -7.204 -0.378
H -1.566 -7.612 1.597
H 0.230 -5.587 1.394
H -0.598 -4.074 -0.694
N -1.157 1.041 4.430
C -2.355 1.651 4.695
C -2.907 1.036 5.787
C -2.009 0.017 6.201
C -0.939 0.046 5.347
H -0.532 1.283 3.679
H -2.710 2.467 4.088
H -3.850 1.289 6.243
H -2.133 -0.656 7.032
H -0.044 -0.553 5.315
N -6.816 0.999 7.161
C -6.216 0.087 7.987
C -6.993 -0.038 9.107
C -8.107 0.829 8.949
C -7.970 1.454 7.739
H -6.465 1.290 6.267
H -5.293 -0.392 7.708
H -6.787 -0.682 9.945
H -8.915 0.977 9.645
H -8.592 2.179 7.242

Atom charges from the Mulliken analysis, given in e for atoms 1 to 5: -0.498, -0.596, -0.628, 0.498, -0.759